Run i
This record from the Open Molecules 2025 dataset describes C4H11NS2 in the gas phase. The level of theory is the ωB97M-V functional and the def2-TZVPD basis.

Last column: Löwdin charge in e.
Element x y z (Å)
C1 1.755 1.507 0.783  -0.101
C2 0.212 1.445 0.934  -0.282
N1 -0.362 0.123 1.139  -0.070
C3 -0.216 -0.769 -0.018  -0.319
C4 -1.292 -0.365 -1.042  -0.577
S1 -1.211 -1.230 -2.616  0.428
S2 -0.937 -3.308 -2.197  0.313
H1 2.120 0.781 0.058  0.058
H2 2.102 2.503 0.502  0.067
H3 2.289 1.347 1.730  0.066
H4 -0.088 2.105 1.743  0.107
H5 -0.031 1.894 -0.032  0.096
H6 0.095 -0.257 1.953  0.104
H7 -0.441 -1.763 0.351  0.079
H8 0.703 -0.815 -0.629  0.103
H9 -1.311 0.710 -1.159  0.065
H10 -2.256 -0.707 -0.633  0.071
H11 -1.131 -3.200 -0.865  -0.211

total charge	0
SMILES	CCNCCSS
frontier orbital gap	0.3134	hartree
E_HOMO	-0.2999	Eh



Run ii
This record from the Open Molecules 2025 dataset describes C4H11NS2 in the gas phase. The level of theory is the ωB97M-V functional and the def2-TZVPD basis.

Last column: Löwdin charge in e.
Element x y z (Å)
C1 -2.701 -2.413 1.092  -0.096
C2 -2.273 -1.037 0.571  -0.288
N1 -0.825 -0.855 0.645  -0.096
C3 -0.416 0.461 1.070  -0.359
C4 1.092 0.628 1.072  -0.549
S1 1.899 0.209 -0.502  0.433
S2 0.980 1.511 -1.826  0.329
H1 -2.207 -2.556 2.047  0.065
H2 -3.778 -2.423 1.244  0.065
H3 -2.381 -3.209 0.423  0.066
H4 -2.611 -0.867 -0.452  0.109
H5 -2.754 -0.278 1.179  0.102
H6 -0.386 -1.073 -0.245  0.069
H7 -0.772 0.637 2.090  0.120
H8 -0.845 1.276 0.474  0.088
H9 1.520 -0.037 1.815  0.073
H10 1.319 1.665 1.311  0.070
H11 1.839 2.525 -1.658  -0.201

total charge	0
SMILES	CCNCCSS
frontier orbital gap	0.3396	hartree
E_HOMO	-0.3205	Eh



Most stable structure: run ii



Run i
This record from the Open Molecules 2025 dataset describes C5H6N2OS in the gas phase. The level of theory is the ωB97M-V functional and the def2-TZVPD basis.

Last column: Löwdin charge in e.
Element x y z (Å)
C1 0.474 1.962 -0.255  -0.200
C2 1.597 1.209 -0.080  -0.109
C3 -0.849 1.629 -0.028  -0.513
C4 0.691 -0.915 0.837  -0.088
C5 -1.390 -1.768 0.018  -0.382
N1 1.644 0.018 0.562  -0.014
N2 -0.106 -1.158 -0.217  -0.047
O1 -2.341 -0.877 -0.413  -0.486
S1 -2.241 0.932 0.089  1.038
H1 0.437 3.006 -0.722  0.127
H2 2.627 1.552 -0.127  0.126
H3 -1.666 -2.708 -0.596  0.144
H4 -1.407 -1.910 1.159  0.127
H5 2.443 -0.104 1.041  0.071
H6 0.090 -0.868 -1.267  0.207

total charge	0
frontier orbital gap	0.2696	hartree
E_HOMO	-0.2912	Eh



Run ii
This record from the Open Molecules 2025 dataset describes C5H6N2OS in the gas phase. The level of theory is the ωB97M-V functional and the def2-TZVPD basis.

Last column: Löwdin charge in e.
Element x y z (Å)
N1 -3.795 1.750 -1.099  0.110
C1 -3.812 0.860 -0.404  -0.590
S1 -3.541 -0.364 0.758  1.029
N2 -1.890 -0.458 0.409  -0.399
C2 -1.064 0.694 0.570  -0.242
C3 0.049 0.405 -0.417  -0.192
C4 0.147 -1.070 -0.451  -0.120
C5 -1.200 -1.564 -0.042  -0.539
O1 -1.683 -2.633 -0.241  0.090
H1 -0.766 0.759 1.671  0.143
H2 -1.623 1.627 0.223  0.114
H3 1.148 0.816 -0.197  0.160
H4 -0.354 0.912 -1.318  0.124
H5 0.953 -1.298 0.277  0.133
H6 0.273 -1.756 -1.409  0.179

total charge	0
SMILES	N#CSN1CCCC1=O
frontier orbital gap	0.3772	hartree
E_HOMO	-0.3621	Eh



Most stable structure: run ii



Run i
This record from the Open Molecules 2025 dataset describes 2 unconnected molecules or ions with the total composition C6H11P. The level of theory is the ωB97M-V functional and the def2-TZVPD basis.

Last column: Löwdin charge in e.
Element x y z (Å)
C1 1.119 2.422 0.273  0.024
C2 0.114 1.760 -0.299  -0.175
C3 1.637 -0.607 -0.668  -0.460
C4 -1.482 -1.657 0.524  -0.138
C5 -1.427 -0.224 -0.028  -0.286
C6 -0.163 0.422 0.226  -0.209
P1 2.896 -0.673 0.331  0.698
H1 1.391 3.444 -0.095  0.085
H2 1.627 1.977 1.008  -0.004
H3 -0.426 2.057 -1.085  0.064
H4 1.584 -0.330 -1.683  -0.030
H5 -1.356 -1.761 1.641  0.086
H6 -2.247 -2.280 0.134  0.035
H7 -0.533 -2.325 0.093  0.114
H8 -1.718 -0.237 -1.154  0.150
H9 -2.307 0.189 0.486  0.118
H10 0.311 0.396 1.121  0.051
H11 3.955 -0.558 -0.724  -0.124

total charge	0
frontier orbital gap (spin up / spin down)	0.2979 / 0.2979	hartree
E_HOMO (spin up / spin down)	-0.3022 / -0.3022	Eh



Run ii
This record from the Open Molecules 2025 dataset describes 2 unconnected molecules or ions with the total composition C6H11P. The level of theory is the ωB97M-V functional and the def2-TZVPD basis.

Last column: Löwdin charge in e.
Element x y z (Å)
C1 2.257 -0.948 0.422  0.064
C2 1.331 0.018 0.318  -0.485
C3 -0.796 -1.538 0.387  -0.322
C4 -0.024 -0.355 0.000  -0.504
C5 1.747 1.345 0.718  -0.083
C6 -2.792 0.431 -0.237  -0.385
P1 -1.492 0.087 0.954  0.893
H1 3.283 -0.815 0.696  0.061
H2 2.108 -1.957 0.042  0.069
H3 -1.471 -1.835 -0.469  0.082
H4 -0.268 -2.389 0.761  0.067
H5 -0.166 0.376 -1.874  0.179
H6 2.686 1.436 1.082  0.038
H7 1.716 1.962 -0.244  0.113
H8 0.981 1.756 1.394  0.076
H9 -2.411 0.881 -1.127  -0.022
H10 -3.451 1.260 0.338  0.067
H11 -3.383 -0.569 -0.573  0.090

total charge	0
frontier orbital gap (spin up / spin down)	0.2949 / 0.2867	hartree
E_HOMO (spin up / spin down)	-0.3129 / -0.3020	Eh



Most stable structure: run i



Run i
This record from the Open Molecules 2025 dataset describes C3H4Cl2O in the gas phase. The level of theory is the ωB97M-V functional and the def2-TZVPD basis.

Last column: Löwdin charge in e.
Element x y z (Å)
C1 -0.940 0.497 -0.829  -0.069
C2 0.454 0.026 -0.127  -1.075
Cl1 1.491 -0.981 -1.186  0.613
Cl2 1.436 1.551 0.345  0.525
C3 0.370 -0.749 1.223  -0.350
O1 -0.692 -1.285 1.473  0.045
H1 -0.605 0.691 -1.774  0.031
H2 -1.233 1.370 -0.334  0.049
H3 -1.659 -0.282 -0.651  0.076
H4 1.377 -0.839 1.860  0.155

total charge	0
SMILES	CC(Cl)(Cl)C=O
frontier orbital gap	0.3986	hartree
E_HOMO	-0.3873	Eh



Run ii
This record from the Open Molecules 2025 dataset describes C3H4Cl2O in the gas phase. The level of theory is the ωB97M-V functional and the def2-TZVPD basis.

Last column: Löwdin charge in e.
Element x y z (Å)
O1 -2.096 -0.395 -0.294  -0.100
C1 -0.935 0.410 0.167  -0.245
C2 0.288 -0.395 0.246  -0.224
C3 1.542 -0.041 0.048  -1.060
Cl1 2.959 -1.071 -0.106  0.584
Cl2 2.069 1.657 -0.122  0.570
H1 -1.845 -0.879 -1.101  0.084
H2 -0.754 1.227 -0.597  0.116
H3 -1.297 0.883 1.149  0.152
H4 0.068 -1.397 0.610  0.124

total charge	0
SMILES	OCC=C(Cl)Cl
frontier orbital gap	0.3848	hartree
E_HOMO	-0.3618	Eh



Most stable structure: run i



Run i
This record from the Open Molecules 2025 dataset describes C2H4N4S in the gas phase. The level of theory is the ωB97M-V functional and the def2-TZVPD basis.

Last column: Löwdin charge in e.
Element x y z (Å)
S1 -2.749 0.053 0.334  0.683
N1 -1.500 0.861 -0.377  -0.452
N2 0.048 0.440 -0.047  -0.119
C1 0.594 -0.807 0.126  -0.112
C2 1.927 -0.604 0.347  -0.148
N3 2.184 0.727 0.116  -0.027
N4 1.091 1.351 -0.051  -0.022
H1 -2.984 -0.911 -0.773  -0.065
H2 -1.386 1.903 -0.465  0.091
H3 0.072 -1.687 0.380  0.087
H4 2.704 -1.327 0.410  0.083

total charge	0
SMILES	SNn1ccnn1
frontier orbital gap	0.3644	hartree
E_HOMO	-0.3500	Eh



Run ii
This record from the Open Molecules 2025 dataset describes C2H4N4S in the gas phase. The level of theory is the ωB97M-V functional and the def2-TZVPD basis.

Last column: Löwdin charge in e.
Element x y z (Å)
C1 0.707 1.259 0.125  -0.328
C2 0.074 -0.940 0.176  -0.349
N1 1.952 1.057 0.217  -0.449
N2 -0.316 -2.093 0.138  0.136
N3 -0.297 0.311 0.263  -0.164
N4 -1.617 0.703 -0.037  0.123
S1 2.495 -0.490 0.101  0.677
H1 0.429 2.243 -0.263  0.128
H2 0.313 -2.843 0.232  0.052
H3 -2.207 -0.157 0.012  0.119
H4 -1.533 0.950 -0.964  0.056

total charge	0
frontier orbital gap (spin up / spin down)	0.2868 / 0.2868	hartree
E_HOMO (spin up / spin down)	-0.2984 / -0.2985	Eh



Most stable structure: run ii



Run i
This record from the Open Molecules 2025 dataset describes a molecular structure, C4H12N2O3. The level of theory is the ωB97M-V functional and the def2-TZVPD basis.

Last column: Löwdin charge in e.
Element x y z (Å)
C1 -1.523 0.628 2.241  -0.213
N1 -0.285 -1.683 1.795  0.028
N2 0.926 -2.001 1.416  0.010
O1 -0.712 -0.004 1.296  -0.311
H1 -0.914 -1.656 0.967  0.097
H2 1.631 -1.870 2.135  0.105
H3 1.215 -1.770 0.456  0.072
H4 -0.962 0.901 3.146  0.067
H5 -2.368 -0.001 2.560  0.068
H6 -1.945 1.534 1.790  0.073
C2 -1.291 0.038 -2.029  -0.034
C3 2.068 1.326 -1.289  0.031
C4 0.974 0.316 -1.471  -0.545
O2 -0.113 0.854 -2.020  -0.032
O3 1.075 -0.867 -1.220  0.053
H7 -1.111 -0.883 -2.584  0.094
H8 -1.577 -0.199 -1.003  0.075
H9 -2.060 0.636 -2.510  0.093
H10 1.978 1.695 -0.266  0.096
H11 1.955 2.154 -1.984  0.086
H12 3.038 0.853 -1.426  0.089

total charge	0
frontier orbital gap	0.3606	hartree
E_HOMO	-0.3263	Eh



Run ii
This record from the Open Molecules 2025 dataset describes 2 unconnected molecules or ions with the total composition C4H12N2O3. The level of theory is the ωB97M-V functional and the def2-TZVPD basis.

Last column: Löwdin charge in e.
Element x y z (Å)
C1 -1.281 -2.246 -0.096  0.004
C2 -1.238 -0.747 -0.276  -0.533
O1 -1.259 -0.166 -1.339  0.045
O2 -1.931 -0.195 0.882  -0.142
N1 -2.197 1.176 0.807  0.035
H1 -2.256 -2.598 -0.432  0.097
H2 -0.517 -2.706 -0.720  0.080
H3 -1.152 -2.499 0.953  0.083
H4 -1.448 1.652 1.307  0.074
H5 -2.168 1.436 -0.182  0.070
C3 1.902 -0.671 -0.394  -0.083
N2 0.817 -0.191 0.453  -0.060
O3 1.128 1.230 0.914  -0.174
C4 1.091 2.170 -0.130  -0.133
H6 2.884 -0.362 -0.022  0.092
H7 1.861 -1.759 -0.422  0.087
H8 1.743 -0.274 -1.395  0.082
H9 0.839 -0.663 1.356  0.132
H10 0.088 2.226 -0.565  0.071
H11 1.344 3.143 0.295  0.094
H12 1.748 2.043 -0.995  0.080

total charge	0
SMILES	CC(=O)ON.CNOC
frontier orbital gap	0.3656	hartree
E_HOMO	-0.3367	Eh



Most stable structure: run i